[1]
This record from the Open Molecules 2025 dataset describes a 4-piece molecular cluster, C15H30FO10 overall. The level of theory is the ωB97M-V functional and the def2-TZVPD basis.

The molar mass comes out at 389.4 Da. The calculation puts the HOMO-LUMO gap at 3.315 eV. Its charge is -1. As for the multiplicity: 1.

Last column: natural (NBO) charge in e.
Positions of all 56 atoms, in Å:
F 7.41962 -3.27777 -5.94991  -0.503
O 3.81092 -2.75497 -6.07006  -0.592
O -3.77856 0.20239 6.88776  -0.496
O -4.49793 -1.91536 7.18549  -0.653
O 2.83140 1.19510 -4.74587  -0.494
O 1.77823 0.11542 -3.06770  -0.665
O -0.88665 1.90954 -0.52922  -0.493
O -0.66327 2.72246 1.45399  -0.497
O -3.97940 -1.06320 5.15438  -0.493
O 2.87084 2.07204 -2.77693  -0.505
O -2.51333 3.25513 0.26558  -0.658
C -1.61051 1.77042 -1.75790  -0.259
C -1.46096 2.67966 0.38649  0.984
C 6.20949 -2.78449 -6.69138  -0.316
C 3.64929 1.22334 -0.62747  -0.636
C 2.58585 1.99994 -1.37092  -0.075
C -2.15150 2.69320 3.38463  -0.638
C 2.47453 0.12891 -5.65119  -0.272
C -5.81792 -2.45124 4.34365  -0.639
C -1.16285 3.48921 2.56439  -0.071
C 5.18564 -2.64649 -5.59618  -0.159
C 2.47271 1.00721 -3.48962  0.984
C -3.92151 0.41643 8.29518  -0.255
C -4.12480 -1.01748 6.47417  0.982
C 3.13890 -3.87396 -5.57786  -0.238
C -4.32444 -2.31923 4.53410  -0.071
H 5.37808 -3.46214 -4.88532  0.165
H 5.16810 -1.69782 -5.00320  0.107
H -1.70836 1.75139 3.70916  0.216
H -6.32744 -2.50091 5.30477  0.223
H -3.48293 1.39162 8.48223  0.195
H -0.94458 1.21940 -2.41553  0.217
H -1.84714 2.74814 -2.17241  0.192
H 3.65756 0.18200 -0.94741  0.227
H 3.18305 -3.92531 -4.47574  0.146
H 2.71287 0.50793 -6.63990  0.191
H -2.53149 1.21417 -1.59112  0.186
H -3.92393 -3.13119 5.13956  0.197
H -4.97408 0.41239 8.57459  0.188
H 2.55365 3.04014 -1.04825  0.178
H -2.44489 3.25815 4.27024  0.213
H 2.08619 -3.80792 -5.87688  0.162
H 3.05829 -0.76924 -5.45514  0.245
H -0.27187 3.73452 3.13941  0.187
H -3.39840 -0.35544 8.85567  0.197
H 3.56418 -4.80585 -5.98375  0.165
H -6.20505 -1.60452 3.77642  0.213
H 1.60148 1.55846 -1.22476  0.207
H 1.41171 -0.09089 -5.56605  0.179
H 3.44543 1.25613 0.44396  0.209
H -6.03579 -3.36502 3.78967  0.218
H -1.60634 4.41057 2.18822  0.196
H -3.04724 2.47534 2.80447  0.224
H 4.63460 1.65333 -0.80966  0.210
H -3.80038 -2.29237 3.58134  0.195
H 6.56090 -1.78126 -6.99220  0.080



[2]
This record from the Open Molecules 2025 dataset describes a 4-piece molecular cluster, C15H30O12 overall. The level of theory is the ωB97M-V functional and the def2-TZVPD basis.

The molar mass comes out at 402.4 Da. The calculation puts the HOMO-LUMO gap at 10.764 eV. Its charge is 0. As for the multiplicity: 1. The value obtained for the energy above the lowest of the compared OMol25 structures with the same formula, charge and spin is 0.000 eV. The SMILES is CC(=O)OCCCCO.COC(=O)OC.COC(=O)OC.COC(=O)OC.

Last column: natural (NBO) charge in e.
Positions of all 57 atoms, in Å:
O -1.33223 -2.26183 -4.34378  -0.609
O -3.52295 0.25125 -6.51070  -0.499
O -5.46911 1.01384 -7.08946  -0.496
O 3.56755 3.21765 6.07613  -0.645
O -5.36479 -0.61025 -5.50755  -0.647
O 5.34333 4.49002 6.68652  -0.492
O 2.45654 -1.55314 2.02154  -0.646
O 4.35063 -2.42504 2.91408  -0.493
O 5.43489 3.41636 4.80435  -0.492
O -3.15829 1.35723 0.85898  -0.731
O 3.23632 -0.96581 4.06854  -0.496
O -2.05321 -2.52642 -2.12234  -0.526
C 4.64179 4.84028 7.87826  -0.257
C -1.21718 -0.15287 0.32184  -0.441
C -1.15444 -0.40121 -1.25667  -0.430
C -6.88893 1.00494 -6.95782  -0.256
C -4.83798 0.14123 -6.28916  0.980
C 4.66925 3.66268 5.87629  0.981
C -0.82583 -1.93684 -1.62391  -0.089
C -1.98861 -2.84842 -3.47869  0.819
C 3.26497 -1.63917 2.91042  0.981
C 4.50997 -3.20689 1.73151  -0.257
C -2.90852 -4.06707 -3.95773  -0.727
C 4.83527 2.54219 3.85095  -0.260
C -1.72317 1.34193 0.58826  -0.064
C -2.72077 -0.62858 -5.71792  -0.255
C 2.12351 -0.08176 4.20410  -0.262
H 5.28036 5.50981 8.45387  0.197
H 3.91604 2.97742 3.45373  0.189
H 4.43813 3.95302 8.48050  0.193
H -0.56795 -2.50912 -0.66602  0.192
H -2.65389 -5.01769 -3.39109  0.237
H 4.63895 1.56433 4.29535  0.195
H 3.66550 -3.88634 1.60215  0.192
H -1.84019 -0.94226 0.85870  0.202
H -7.18385 1.28137 -5.94383  0.192
H -2.20486 -0.17350 -1.65282  0.220
H -0.15490 -0.27637 0.72708  0.222
H -3.46102 0.42923 0.89873  0.466
H -1.67838 -0.45448 -5.97862  0.207
H -2.96156 -1.66856 -5.93514  0.193
H -0.42906 0.33078 -1.72525  0.216
H 4.62511 -2.56397 0.85691  0.192
H 3.71509 5.36541 7.63974  0.193
H -3.99156 -3.78935 -3.71709  0.247
H -7.29457 0.02711 -7.22425  0.191
H 2.14426 0.68547 3.42773  0.189
H 0.06869 -2.04748 -2.30263  0.214
H 2.20237 0.40861 5.17416  0.210
H 5.53839 2.41255 3.02866  0.198
H -2.85148 -0.41520 -4.65703  0.190
H -1.16785 1.81901 1.45990  0.176
H 1.18379 -0.63636 4.17335  0.193
H 5.41663 -3.80019 1.84639  0.198
H -1.56577 1.91699 -0.38815  0.174
H -7.29036 1.74577 -7.64889  0.194
H -2.80409 -4.22029 -5.08219  0.241



[3]
This record from the Open Molecules 2025 dataset describes a 2-piece molecular cluster, C15H30O6S2 overall. The level of theory is the ωB97M-V functional and the def2-TZVPD basis.

The molar mass comes out at 370.5 Da. The calculation puts the HOMO-LUMO gap at 9.465 eV. Its charge is 0. As for the multiplicity: 1. The SMILES is CC(C)C[C@@H](C)COOC(=O)OCCCS.O=S1(=O)CCCC1.

Last column: natural (NBO) charge in e.
Positions of all 53 atoms, in Å:
S 2.38386 5.18678 1.22636  -0.088
S -4.26651 -1.97260 -1.31951  2.169
O -3.53799 -3.09974 -0.77245  -0.936
O -3.60631 -0.88519 -2.01076  -0.942
O 3.27013 0.16721 1.32856  -0.262
O 4.24032 0.13334 2.19726  -0.234
O 6.26940 1.42758 2.32594  -0.547
O 4.26842 2.74156 2.53849  -0.518
C 4.16132 -1.65027 -2.12107  -0.634
C 1.70203 3.46968 1.63332  -0.527
C 1.67789 -1.20121 -1.34671  -0.421
C -0.89183 -1.26510 -0.72694  -0.633
C -6.89151 -2.25907 -1.60197  -0.401
C 0.41053 1.00641 -0.38892  -0.636
C 3.83749 -0.10865 -0.00339  -0.137
C 0.58877 -0.65093 -0.25222  -0.232
C 3.19974 -1.40742 -0.77408  -0.237
C 1.82563 3.06157 3.22115  -0.448
C 4.91220 1.43368 2.34240  0.929
C 3.38410 2.76304 3.71377  -0.094
C -5.59665 -2.57582 -2.34835  -0.682
C -5.30158 -1.28418 -0.04267  -0.679
C -6.63185 -1.02793 -0.73509  -0.407
H 1.22639 2.07111 3.45816  0.229
H -5.47553 -3.65060 -2.50551  0.256
H 3.84787 0.86369 -0.67518  0.198
H 1.64811 -0.50165 -2.29771  0.210
H -7.43611 -0.86335 -0.01210  0.227
H -1.70699 -1.03362 0.08101  0.205
H 0.53973 3.42265 1.37051  0.228
H -4.84547 -0.37832 0.36029  0.257
H 5.24697 -1.24264 -1.93324  0.217
H -0.46080 1.25519 -1.14963  0.221
H 3.27022 -2.39897 -0.14158  0.225
H -7.16413 -3.10589 -0.96047  0.210
H 3.69807 -0.94522 -2.96504  0.207
H 1.31280 -2.27387 -1.71494  0.219
H 3.45971 1.77320 4.35735  0.205
H 0.08461 1.39530 0.68677  0.210
H 1.34213 3.96279 3.83247  0.224
H -0.82844 -2.42225 -0.91099  0.220
H 4.98816 -0.36810 0.18202  0.224
H -5.40608 -2.03623 0.74508  0.242
H 3.65460 3.65816 4.44706  0.208
H -1.25005 -0.74491 -1.73981  0.228
H 4.11323 -2.74720 -2.52555  0.230
H 1.44256 1.43166 -0.74356  0.204
H 2.06057 5.37737 -0.13675  0.147
H 2.22024 2.67946 0.91831  0.236
H -6.55924 -0.13710 -1.37038  0.216
H -7.71927 -2.09584 -2.29915  0.227
H 0.83701 -0.89626 0.86604  0.219
H -5.54849 -2.05134 -3.30661  0.249



[4]
This record from the Open Molecules 2025 dataset describes C15H31BCaF4P2 as an isolated structure. The level of theory is the ωB97M-V functional and the def2-TZVPD basis.

The molar mass comes out at 400.2 Da. The calculation puts the HOMO-LUMO gap at 7.622 eV. Its charge is 0. As for the multiplicity: 1. The value obtained for the energy above the lowest of the compared OMol25 structures with the same formula, charge and spin is 0.000 eV.

Last column: natural (NBO) charge in e.
Positions of all 54 atoms, in Å:
Ca -1.13227 -0.02595 0.41042  1.776
P 4.97165 2.85055 -2.79749  0.811
P 5.71920 -0.12978 -2.76856  0.792
F -3.32258 -2.66883 2.37851  -0.506
F -2.32011 -0.52151 2.36549  -0.591
F -1.21093 -2.24147 1.37950  -0.600
F -3.08395 -1.38123 0.39706  -0.589
C 5.32674 4.46448 -2.00750  -0.941
C 2.09502 1.15279 -2.47526  -0.495
C 4.54051 3.44890 -4.48711  -0.936
C 6.88699 1.01322 -3.70929  -0.696
C 6.75959 2.44831 -3.20568  -0.702
C -2.05161 2.07617 0.25281  -1.436
C 1.35016 1.92822 -1.44275  -0.205
C 1.80034 -0.37668 -2.60534  -0.450
C 6.01241 -1.57053 -3.87101  -0.940
C 1.82520 -1.20534 -1.36570  -0.205
C 1.68646 2.12871 -0.16168  -0.207
C 3.41504 0.17510 0.06453  -0.466
C 2.47865 -0.94696 -0.22285  -0.207
C 6.94775 -0.55313 -1.45300  -0.934
C 2.81408 1.51698 0.59683  -0.442
B -2.57244 -1.79967 1.69083  1.336
H 5.87437 4.29031 -1.07219  0.231
H 2.35024 -1.63745 0.62408  0.208
H -3.00376 1.76637 -0.21943  0.193
H 7.91117 0.64394 -3.55440  0.217
H 3.18885 1.28862 -2.37678  0.255
H 2.50415 1.33964 1.63852  0.208
H 6.58477 -1.42966 -0.89891  0.232
H 7.35179 2.62505 -2.29065  0.222
H 5.93569 5.06799 -2.69552  0.214
H 7.90883 -0.78904 -1.93509  0.216
H 4.07539 0.38964 -0.79186  0.235
H 1.09756 2.84674 0.41301  0.222
H 6.64095 0.92376 -4.78231  0.221
H 5.58477 -1.35761 -4.85887  0.230
H 2.53120 -0.79386 -3.32873  0.231
H 0.82325 -0.47760 -3.10786  0.205
H 4.45301 2.60107 -5.17978  0.231
H -2.29260 2.55417 1.21179  0.212
H 7.08414 3.15789 -3.98004  0.216
H 7.09381 -1.74310 -3.96327  0.215
H 1.29154 -2.15950 -1.45237  0.210
H 0.42304 2.38638 -1.81887  0.214
H 7.07592 0.29514 -0.76604  0.231
H 3.58801 3.99337 -4.43975  0.234
H 5.34131 4.12372 -4.82293  0.216
H 4.37479 4.96652 -1.79794  0.234
H 1.81339 1.59509 -3.44980  0.213
H 4.07529 -0.19146 0.87293  0.216
H 5.52546 -2.45071 -3.43581  0.231
H -1.57655 2.82189 -0.39253  0.191
H 3.64425 2.24784 0.67481  0.227